The following is a quantum chemistry calculation of an isolated molecule of Cl2H3PSi, from OMol25.

Cartesian coordinates (Å):
Si 0.261 -0.705 0.547
P -1.208 0.917 -0.146
Cl 1.706 -0.794 -0.873
Cl -0.220 2.597 -0.099
H -0.555 -1.965 0.144
H 0.895 -0.484 1.898
H -0.879 0.434 -1.471

- E_LUMO: 0.64 eV
- ΔE to the lowest compared entry with this formula, charge and spin: 1.473 eV
- Energy: -1553.0614 Eh
- HOMO-LUMO gap: 9.83 eV
- Structure (SMILES): Cl[SiH2]PCl
- 2S+1: 1